Record 1
9
Properties=species:S:1:pos:R:3:lowdin_charge:R:1 method="wB97M-V/def2-TZVPD" e_above_lowest_ev=2.967 smiles="CN(F)C=O" largest_force_ev_per_a=4.5
C 1.377 -0.300 -0.093 -0.287
C -1.019 0.571 0.121 -0.026
N 0.022 -0.381 0.318 -0.121
O 1.925 0.716 -0.329 0.088
F -0.459 -1.714 0.248 -0.046
H 1.657 -1.257 -0.267 0.103
H -0.325 1.391 -0.146 0.102
H -1.532 0.318 -0.830 0.107
H -1.646 0.658 0.978 0.080


Record 2
139
Properties=species:S:1:pos:R:3:lowdin_charge:R:1 method="wB97M-V/def2-TZVPD" smiles="CCOCCOB1OB(S)OB(CC(=O)I)O1.O=S1(=O)OCCO1.O=S1(=O)OCCO1.O=S1(=O)OCCO1.O=S1(=O)OCCO1.O=S1(=O)OCCO1.O=S1(=O)OCCO1.O=S1(=O)OCCO1.O=S1(=O)OCCO1.O=S1(=O)OCCO1.O=S1(=O)OCCO1" largest_force_ev_per_a=9.0
C 7.974 5.914 1.231 -0.105
C 8.008 4.942 -0.088 -0.241
O 7.553 5.570 -1.339 -0.199
C 6.144 5.990 -1.274 -0.161
C 5.192 5.423 -2.483 -0.144
O 4.309 6.486 -2.986 -0.009
B 3.184 6.752 -2.034 -0.408
O 3.254 8.054 -1.310 0.155
B 2.250 8.127 -0.227 -0.706
S 2.536 8.767 1.518 0.758
O 0.886 7.589 -0.571 0.080
B 1.178 6.125 -0.774 -0.469
C 0.514 5.085 0.318 -0.069
C -0.624 4.100 -0.333 -0.625
O -0.652 2.791 -0.035 -0.108
I -2.069 5.078 -1.715 0.848
O 2.067 5.771 -1.897 0.193
H 7.795 5.232 2.192 0.075
H 9.002 6.505 1.351 0.089
H 7.136 6.735 1.224 0.082
H 9.152 4.645 -0.253 0.117
H 7.454 3.928 0.167 0.123
H 6.152 7.181 -1.348 0.160
H 5.607 5.687 -0.254 0.137
H 5.845 5.033 -3.399 0.152
H 4.541 4.480 -2.154 0.144
H 2.667 7.601 2.339 -0.070
H 0.044 5.749 1.191 0.153
H 1.429 4.489 0.799 0.151
C -3.587 1.061 -1.437 -0.174
C -4.266 -0.006 -0.583 -0.166
O -5.651 0.329 -0.599 -0.190
S -6.013 1.020 -2.031 0.683
O -6.572 0.003 -2.894 -0.251
O -6.668 2.282 -1.778 -0.230
O -4.485 1.315 -2.516 -0.194
H -3.458 1.992 -0.875 0.109
H -2.617 0.730 -1.818 0.125
H -3.885 -0.025 0.441 0.142
H -4.154 -0.999 -1.031 0.131
C 0.980 -0.419 -1.880 -0.160
C 1.545 -1.835 -1.951 -0.188
O 0.981 -2.518 -0.834 -0.187
S -0.505 -1.915 -0.539 0.659
O -1.477 -2.786 -1.163 -0.242
O -0.574 -1.527 0.850 -0.244
O -0.372 -0.569 -1.449 -0.208
H 1.511 0.181 -1.134 0.136
H 1.017 0.090 -2.847 0.134
H 2.636 -1.851 -1.902 0.145
H 1.214 -2.346 -2.862 0.099
C -1.138 -4.701 2.034 -0.173
C -2.286 -4.685 3.039 -0.167
O -2.469 -6.047 3.419 -0.192
S -1.027 -6.808 3.372 0.684
O -0.486 -6.833 4.714 -0.232
O -1.160 -7.991 2.555 -0.248
O -0.219 -5.677 2.520 -0.189
H -1.484 -5.022 1.046 0.134
H -0.650 -3.726 1.949 0.113
H -3.206 -4.276 2.615 0.139
H -2.017 -4.117 3.936 0.136
C -9.947 -2.378 -3.259 -0.166
C -8.751 -2.070 -2.361 -0.183
O -9.068 -2.658 -1.102 -0.190
S -9.969 -3.995 -1.354 0.679
O -9.092 -5.144 -1.316 -0.234
O -11.169 -3.894 -0.556 -0.249
O -10.355 -3.700 -2.910 -0.194
H -10.781 -1.699 -3.052 0.134
H -9.691 -2.325 -4.320 0.139
H -8.578 -0.996 -2.252 0.116
H -7.842 -2.549 -2.739 0.135
C 1.986 -4.571 -6.248 -0.168
C 1.718 -3.683 -7.460 -0.171
O 1.637 -2.357 -6.941 -0.186
S 2.630 -2.231 -5.653 0.707
O 3.874 -1.644 -6.099 -0.221
O 1.870 -1.714 -4.539 -0.259
O 2.876 -3.825 -5.418 -0.187
H 1.067 -4.755 -5.683 0.135
H 2.437 -5.527 -6.528 0.140
H 0.794 -3.952 -7.977 0.140
H 2.554 -3.718 -8.167 0.135
C -2.147 -12.033 2.265 -0.172
C -0.766 -11.439 2.531 -0.175
O -0.124 -12.365 3.404 -0.194
S -0.652 -13.870 3.063 0.678
O 0.315 -14.501 2.193 -0.242
O -1.124 -14.476 4.286 -0.237
O -1.943 -13.442 2.164 -0.197
H -2.825 -11.847 3.105 0.134
H -2.593 -11.646 1.345 0.137
H -0.821 -10.449 2.990 0.114
H -0.178 -11.380 1.609 0.135
C 6.284 1.292 3.348 -0.173
C 6.720 1.995 4.631 -0.169
O 6.477 3.380 4.399 -0.187
S 5.183 3.534 3.418 0.676
O 4.021 3.790 4.240 -0.237
O 5.555 4.369 2.299 -0.263
O 5.117 1.986 2.911 -0.188
H 7.048 1.386 2.569 0.076
H 6.060 0.235 3.512 0.148
H 7.773 1.821 4.864 0.123
H 6.104 1.681 5.480 0.135
C 1.345 12.898 1.234 -0.177
C 0.249 12.058 1.884 -0.181
O 0.054 12.633 3.174 -0.194
S 0.337 14.237 3.088 0.680
O -0.933 14.912 2.940 -0.237
O 1.301 14.586 4.106 -0.235
O 1.087 14.241 1.640 -0.194
H 2.334 12.613 1.608 0.132
H 1.333 12.820 0.143 0.137
H 0.527 11.005 1.969 0.099
H -0.692 12.142 1.331 0.135
C -13.701 -6.260 -0.105 -0.172
C -13.222 -6.632 1.296 -0.173
O -13.996 -7.771 1.664 -0.197
S -14.333 -8.639 0.324 0.678
O -13.370 -9.714 0.230 -0.239
O -15.760 -8.852 0.265 -0.239
O -13.932 -7.500 -0.771 -0.194
H -14.648 -5.713 -0.066 0.134
H -12.962 -5.666 -0.650 0.113
H -13.365 -5.820 2.014 0.138
H -12.168 -6.928 1.286 0.135
C 10.788 2.314 0.319 -0.175
C 11.353 0.897 0.248 -0.167
O 10.789 0.214 1.365 -0.184
S 9.302 0.817 1.660 0.682
O 8.331 -0.054 1.036 -0.223
O 9.234 1.205 3.050 -0.234
O 9.436 2.163 0.751 -0.211
H 11.319 2.913 1.066 0.138
H 10.825 2.822 -0.648 0.137
H 12.444 0.881 0.297 0.141
H 11.022 0.386 -0.662 0.136


Record 3
52
Properties=species:S:1:pos:R:3:lowdin_charge:R:1 method="wB97M-V/def2-TZVPD" e_above_lowest_ev=5.719 smiles=NC(N)(N)C[Si@H](CCCI)COc1ccccc1.Fc1ccccc1 largest_force_ev_per_a=5.0
N 1.757 -1.638 0.385 0.031
C 1.883 -0.243 0.972 -0.621
N 2.946 0.606 0.271 0.004
N 2.284 -0.445 2.447 0.022
C 0.416 0.552 1.031 -0.215
Si 0.274 1.966 -0.276 0.657
C 0.604 3.734 0.493 -0.315
C 0.474 4.909 -0.662 -0.367
C 1.922 5.593 -1.069 -0.611
I 1.764 6.152 -3.223 0.607
C -1.518 1.909 -1.072 -0.285
O -1.464 1.987 -2.549 -0.237
C -1.219 0.666 -3.154 -0.172
C -2.519 -0.339 -3.305 0.007
C -2.290 -1.850 -3.938 -0.069
C -0.810 -2.363 -4.423 -0.083
C 0.502 -1.351 -4.317 -0.062
C 0.248 0.154 -3.681 -0.015
H 2.724 -2.081 0.383 0.097
H 1.359 -1.624 -0.588 0.081
H 3.060 0.316 -0.734 0.071
H 3.866 0.436 0.754 0.080
H 2.314 0.487 2.919 0.075
H 1.478 -1.013 2.846 0.055
H -0.494 -0.217 0.995 0.084
H 0.345 1.048 2.113 0.094
H 1.263 1.817 -1.373 -0.005
H 1.696 3.755 0.974 0.089
H -0.211 3.845 1.358 0.087
H -0.072 4.435 -1.586 0.062
H -0.234 5.752 -0.207 0.119
H 2.128 6.600 -0.483 0.065
H 2.823 4.833 -0.966 0.067
H -2.137 0.980 -0.670 0.101
H -2.075 2.870 -0.650 0.109
H -3.586 0.017 -2.968 0.098
H -3.204 -2.577 -4.022 0.078
H -0.686 -3.448 -4.860 0.078
H 1.575 -1.679 -4.691 0.086
H 1.183 0.861 -3.618 0.082
F 0.597 -2.321 4.216 0.051
C -0.458 -3.047 3.825 -0.281
C -0.868 -3.000 2.497 -0.016
C -1.964 -3.760 2.089 -0.077
C -2.646 -4.551 3.017 -0.099
C -2.231 -4.587 4.349 -0.086
C -1.128 -3.836 4.754 -0.018
H -0.331 -2.374 1.792 0.074
H -2.287 -3.737 1.051 0.106
H -3.503 -5.140 2.699 0.100
H -2.766 -5.200 5.070 0.104
H -0.786 -3.859 5.784 0.115


Record 4
74
Properties=species:S:1:pos:R:3:lowdin_charge:R:1 method="wB97M-V/def2-TZVPD" e_above_lowest_ev=1.988 largest_force_ev_per_a=10.2 charge=+1
N 0.233 -0.382 -0.656 0.406
H 0.332 0.325 -1.263 0.039
H -0.477 -0.158 -0.134 0.049
H 1.045 -0.599 -0.207 0.101
H -0.316 -0.912 -1.338 0.141
C 2.211 1.620 2.776 0.003
C 2.236 2.531 1.443 -0.350
C 3.520 2.211 0.658 -0.228
O 4.666 2.636 1.327 -0.184
C 5.998 2.563 0.772 -0.035
N 1.142 2.275 0.537 0.059
H 1.286 1.736 3.301 0.059
H 3.108 1.796 3.194 0.032
H 2.376 0.560 2.642 0.052
H 2.194 3.549 1.662 0.124
H 3.406 2.757 -0.194 0.071
H 3.618 1.109 0.375 0.154
H 6.543 3.279 1.226 0.049
H 6.047 2.405 -0.252 0.059
H 6.340 1.491 1.172 0.134
H 1.480 2.927 -0.176 0.084
H 0.305 2.677 0.794 0.028
C -1.711 -1.594 -3.961 -0.098
C -2.470 -0.310 -3.718 -0.486
C -3.720 -0.661 -2.892 -0.172
O -4.519 -1.626 -3.625 -0.226
C -5.817 -2.022 -3.114 -0.026
N -1.772 0.594 -2.928 0.052
H -0.573 -1.295 -4.129 0.082
H -2.213 -2.393 -4.757 0.142
H -1.483 -2.363 -3.018 0.107
H -2.580 0.265 -4.677 0.166
H -4.108 0.249 -2.631 0.079
H -3.586 -1.381 -1.914 0.174
H -5.628 -2.239 -1.932 0.149
H -6.064 -2.735 -3.708 0.027
H -6.394 -1.229 -3.239 0.037
H -2.279 1.268 -2.701 -0.032
H -1.117 1.206 -3.535 0.146
C -1.805 0.191 3.302 -0.045
C -1.345 -0.857 4.382 -0.380
C 0.102 -1.283 3.956 -0.233
O 0.103 -2.095 2.824 -0.197
C 1.429 -2.594 2.635 -0.085
N -1.224 -0.190 5.617 0.024
H -1.459 1.273 3.569 0.117
H -2.847 0.150 3.540 0.067
H -1.660 -0.092 2.372 -0.013
H -1.991 -1.770 4.624 0.176
H 0.599 -1.640 4.671 0.046
H 0.689 -0.411 3.663 0.095
H 1.269 -3.267 1.663 0.125
H 1.601 -3.174 3.509 0.077
H 2.154 -1.784 2.426 0.078
H -0.466 0.623 5.727 0.155
H -0.931 -0.772 6.244 -0.014
C 1.428 -3.989 -1.702 -0.200
O 2.190 -3.032 -1.064 -0.149
H 0.450 -4.356 -1.315 0.096
H 1.903 -4.893 -1.851 0.050
H 1.163 -3.576 -2.707 0.081
H 3.191 -3.057 -1.191 0.138
C -3.688 2.540 0.492 -0.092
O -2.380 1.827 0.631 -0.194
H -4.253 2.138 -0.350 0.052
H -3.371 3.626 0.312 0.113
H -4.447 2.176 1.205 0.083
H -1.734 2.479 0.996 0.055
C 2.234 0.813 -3.535 -0.119
O 2.451 0.966 -2.160 -0.104
H 3.117 0.916 -4.134 0.092
H 1.550 1.382 -3.832 0.001
H 2.067 -0.263 -3.666 0.097
H 2.649 1.869 -2.037 0.040


Record 5
16
Properties=species:S:1:pos:R:3:lowdin_charge:R:1 method="wB97M-V/def2-TZVPD" e_above_lowest_ev=0.625 smiles=C[C@H](S)CB(O)O largest_force_ev_per_a=5.0
B -1.005 1.372 -1.217 -0.639
C 1.253 -1.489 0.982 -0.204
C 0.056 0.081 -0.965 -0.021
C 0.301 -0.284 0.750 -0.552
O -1.368 1.331 -2.541 0.153
O -1.552 1.909 -0.122 0.176
S -1.290 -1.021 1.549 0.659
H 1.157 -2.324 0.394 0.034
H 2.207 -1.015 0.772 0.064
H 1.395 -1.828 2.051 0.085
H -0.359 -0.827 -1.312 0.062
H 1.017 0.207 -1.400 0.061
H 0.457 0.566 1.463 0.085
H -2.017 1.979 -2.852 0.106
H -2.287 2.498 -0.218 0.104
H -2.021 0.107 1.418 -0.175


Record 6
6
Properties=species:S:1:pos:R:3:lowdin_charge:R:1 method="wB97M-V/def2-TZVPD" e_above_lowest_ev=0.081 smiles=N#C[C@H](F)Cl largest_force_ev_per_a=1.2
C 0.366 0.227 0.155 -0.681
C -0.960 -0.378 -0.299 -0.191
H 0.326 0.379 1.250 0.120
N -2.000 -0.879 -0.337 0.163
F 0.480 1.443 -0.454 -0.037
Cl 1.786 -0.792 -0.314 0.626


Record 7
9
Properties=species:S:1:pos:R:3:lowdin_charge:R:1 method="wB97M-V/def2-TZVPD" e_above_lowest_ev=5.767 smiles="[O-][N+]([O-])=C[SiH3]" largest_force_ev_per_a=3.9 charge=-1
C -0.288 0.574 -0.397 -0.365
N -0.151 1.258 1.095 -0.478
O 0.226 2.466 1.095 -0.123
O -0.471 0.599 2.101 -0.095
Si 0.099 -1.183 -0.774 0.386
H -0.128 1.519 -1.006 -0.009
H -0.084 -1.637 -2.162 -0.133
H -0.800 -2.090 0.252 -0.083
H 1.600 -1.506 -0.205 -0.100


Record 8
11
Properties=species:S:1:pos:R:3:lowdin_charge:R:1 method="wB97M-V/def2-TZVPD" e_above_lowest_ev=6.603 largest_force_ev_per_a=0.9
O -1.796 1.579 0.432 0.060
C -0.879 0.933 0.831 -0.117
C -0.821 -0.618 -0.456 -0.093
N 0.543 -1.132 -0.301 -0.027
C 1.271 0.123 -0.340 -0.107
C 0.301 -0.062 0.764 -0.314
H -1.585 -1.304 -0.095 0.113
H -1.069 -0.081 -1.383 0.111
H 1.043 0.847 -1.127 0.122
H 2.324 0.038 -0.084 0.115
H 0.668 -0.324 1.760 0.137


Frontier orbital gap per entry: 10.91 8.97 8.61 8.76 8.57 12.63 7.11 7.68 eV
E per entry: -8391.28037 -251300.13432 -44307.05831 -34576.39402 -18865.01479 -18819.12775 -14560.75992 -7759.92299 eV